Record 1
{
  "formula": "C26H53F3IN2O11",
  "method": "ωB97M-V with the def2-TZVPD basis set",
  "total_charge": -1,
  "e_tot_ev": -69563.9329,
  "orbital_gap_ev": 6.11,
  "lumo_ev": 1.56,
  "multiplicity": 1,
  "species": ["C", "C", "C", "N", "N", "C", "C", "C", "F", "F", "F", "C", "I", "C", "O", "O", "H", "H", "H", "H", "H", "H", "H", "H", "H", "H", "H", "C", "O", "C", "C", "O", "C", "C", "O", "C", "H", "H", "H", "H", "H", "H", "H", "H", "H", "H", "H", "H", "H", "H", "C", "O", "C", "C", "O", "C", "C", "O", "C", "H", "H", "H", "H", "H", "H", "H", "H", "H", "H", "H", "H", "H", "H", "C", "O", "C", "C", "O", "C", "C", "O", "C", "H", "H", "H", "H", "H", "H", "H", "H", "H", "H", "H", "H", "H", "H"],
  "positions_angstrom": [[-5.75203, 1.20562, 5.22512], [-6.26106, 0.15972, 4.02304], [-7.71545, 0.53936, 3.32288], [-5.48630, -0.94405, 3.64202], [-4.66026, -0.54740, 2.61257], [-3.21009, -0.69627, 2.84881], [-2.52416, 0.81068, 2.88140], [-1.49814, 1.13651, 1.65756], [-1.39646, 0.11634, 0.59488], [-1.78589, 2.52367, 1.13560], [-0.10934, 1.24616, 2.24452], [-5.19543, -0.76260, 1.24541], [-4.54833, -2.57893, 0.18580], [-5.16583, 0.61008, 0.28671], [-4.06904, 1.10653, -0.28483], [-6.43956, 1.34897, -0.00860], [-4.57856, 1.20316, 5.19331], [-6.17361, 2.27479, 4.92584], [-6.21349, 0.80656, 6.22754], [-8.27545, -0.38858, 2.86441], [-8.48354, 1.03200, 4.08358], [-7.60508, 1.31910, 2.44128], [-3.07960, -1.09991, 3.96676], [-2.60632, -1.44780, 2.19408], [-1.88828, 0.90326, 3.88798], [-3.40189, 1.60606, 3.01302], [-6.37254, -0.93963, 1.38646], [-0.73335, -8.22235, 2.22465], [-0.77111, -7.65607, 0.92619], [-0.22393, -8.51968, -0.07169], [-0.97683, -8.36645, -1.39467], [-2.27405, -8.97588, -1.40097], [-3.28044, -8.33562, -0.60445], [-3.74342, -6.98424, -1.15723], [-2.76119, -5.97778, -0.90861], [-2.69600, -5.00930, -1.94220], [0.29806, -8.28284, 2.57840], [-1.30605, -7.57567, 2.89516], [-1.19730, -9.21453, 2.23143], [-0.26796, -9.57017, 0.24997], [0.82361, -8.23598, -0.20872], [-0.40623, -8.89175, -2.16951], [-1.03429, -7.32368, -1.71407], [-2.96871, -8.26645, 0.43763], [-4.14059, -9.01439, -0.62390], [-4.66173, -6.67493, -0.64713], [-3.94760, -7.08209, -2.22960], [-2.55018, -5.48799, -2.91539], [-1.83337, -4.36419, -1.75013], [-3.60410, -4.40068, -1.94875], [2.44808, 6.46568, -4.54289], [2.30390, 5.64246, -3.39849], [3.13363, 6.05430, -2.31087], [2.43434, 5.81130, -0.97201], [1.38336, 6.74286, -0.68591], [0.19348, 6.62072, -1.47742], [-0.62844, 5.36445, -1.17348], [-0.00887, 4.21022, -1.74219], [-0.18916, 3.04677, -0.95201], [3.43135, 6.31423, -4.99329], [1.67529, 6.18517, -5.26392], [2.30537, 7.52067, -4.28530], [3.39316, 7.11940, -2.39533], [4.05208, 5.46212, -2.35984], [3.17353, 5.95486, -0.17522], [2.08039, 4.78259, -0.87631], [0.41916, 6.71512, -2.53952], [-0.41978, 7.49012, -1.21471], [-1.62077, 5.45722, -1.62719], [-0.74160, 5.25915, -0.08842], [0.14107, 3.22007, 0.07679], [0.42828, 2.24884, -1.37539], [-1.23716, 2.73609, -0.96898], [8.05184, 2.20681, 1.49292], [7.63986, 1.84159, 0.18717], [7.65003, 0.42850, -0.02275], [6.50652, 0.00871, -0.94836], [5.21514, 0.03253, -0.32707], [4.67518, 1.32856, -0.03390], [4.26247, 2.12486, -1.27557], [5.41313, 2.64281, -1.94433], [5.25392, 2.68763, -3.35257], [9.11838, 2.00914, 1.61954], [7.86674, 3.27682, 1.62179], [7.47196, 1.66822, 2.25014], [7.56041, -0.11160, 0.93076], [8.60921, 0.17483, -0.48344], [6.67126, -1.03680, -1.23411], [6.50234, 0.58086, -1.87859], [5.34679, 1.89504, 0.61104], [3.77041, 1.13911, 0.55471], [3.64894, 2.98061, -0.97479], [3.67446, 1.48130, -1.93989], [4.96391, 1.70725, -3.74280], [6.21763, 2.95624, -3.79560], [4.51128, 3.44185, -3.62594]]
}



Record 2
{
  "formula": "C26H53N4O7",
  "method": "ωB97M-V with the def2-TZVPD basis set",
  "total_charge": 1,
  "de_lowest_kj_mol": 0.0,
  "e_tot_ev": -48104.7201,
  "orbital_gap_ev": 7.96,
  "lumo_ev": -3.74,
  "multiplicity": 1,
  "species": ["C", "C", "C", "C", "C", "N", "C", "C", "C", "C", "C", "O", "C", "C", "N", "C", "C", "O", "N", "C", "C", "O", "C", "O", "C", "C", "N", "C", "O", "H", "H", "H", "H", "H", "H", "H", "H", "H", "H", "H", "H", "H", "H", "H", "H", "H", "H", "H", "H", "H", "H", "H", "H", "H", "H", "H", "H", "H", "H", "H", "H", "H", "H", "H", "H", "H", "C", "C", "C", "O", "H", "H", "H", "H", "H", "H", "H", "H", "C", "C", "C", "O", "H", "H", "H", "H", "H", "H", "H", "H"],
  "positions_angstrom": [[1.65962, 4.64354, 3.56887], [0.63045, 3.51144, 3.22449], [0.91041, 3.11696, 1.77780], [-0.08110, 2.04613, 1.24328], [0.59924, 1.36379, 0.06422], [-0.26982, 0.43219, -0.69385], [-1.53865, 1.02971, -1.18438], [-2.77400, 0.41166, -0.47852], [-3.42274, 1.31223, 0.56600], [-4.66548, 0.56658, 1.13317], [-5.10145, 1.09697, 2.49396], [-4.44343, 0.29496, 3.47952], [-4.03418, 1.09250, 4.58065], [0.41029, -0.26175, -1.68844], [0.70147, 0.19302, -2.98123], [1.70965, 1.26907, -3.05374], [2.99555, 0.94382, -2.28789], [3.91179, 0.45126, -2.87641], [0.81671, -1.45588, -1.38481], [0.57836, -2.12285, -0.10563], [-0.65881, -3.02698, -0.22192], [-0.53839, -4.04610, -1.20678], [0.41566, -4.96582, -0.92334], [0.91150, -5.10046, 0.15718], [0.79952, -5.86387, -2.07738], [2.16766, -5.51695, -2.67724], [1.49098, -2.22708, -2.35604], [2.70707, -2.32655, -2.09671], [3.75471, -2.58780, -1.65063], [2.04329, 4.57067, 4.58369], [1.25949, 5.63392, 3.36693], [2.52349, 4.53147, 2.91053], [-0.35180, 3.98552, 3.23178], [0.70135, 2.66577, 3.90254], [1.93292, 2.75280, 1.63682], [0.79651, 3.98701, 1.12574], [-0.30387, 1.34648, 2.04710], [-0.96432, 2.59358, 0.92770], [1.07483, 2.13974, -0.54242], [1.41440, 0.76472, 0.48513], [-1.66769, 0.80895, -2.24642], [-1.53742, 2.11260, -1.07970], [-2.55765, -0.57519, -0.07499], [-3.52652, 0.26192, -1.25760], [-3.81651, 2.23129, 0.13278], [-2.78601, 1.53388, 1.42106], [-4.38511, -0.47623, 1.27950], [-5.45219, 0.63607, 0.38254], [-4.89975, 2.15813, 2.64421], [-6.16796, 0.88060, 2.60366], [-3.22839, 1.75489, 4.23277], [-3.63052, 0.46281, 5.36672], [-4.84612, 1.72287, 4.94906], [-0.13706, 0.47193, -3.47370], [1.28909, 2.23041, -2.73441], [2.00384, 1.41995, -4.08809], [3.10711, 1.10412, -1.19906], [1.42413, -2.73293, 0.20088], [0.37683, -1.43684, 0.70903], [-0.89690, -3.46982, 0.74415], [-1.51139, -2.41704, -0.50850], [0.05886, -5.79917, -2.87261], [0.86621, -6.87306, -1.68578], [2.44518, -6.34137, -3.32923], [2.15086, -4.64150, -3.32251], [2.95767, -5.42895, -1.93203], [5.30003, -4.96765, -6.59415], [4.59829, -5.99031, -5.71405], [4.88450, -7.40951, -6.17865], [3.18733, -5.75246, -5.72614], [4.94906, -5.04313, -7.62672], [5.08119, -3.95432, -6.25392], [6.38095, -5.11230, -6.58425], [4.92666, -5.87032, -4.67980], [4.52042, -7.56153, -7.19820], [4.37046, -8.13187, -5.54332], [5.95333, -7.62519, -6.15664], [2.87908, -5.85438, -6.63284], [-3.88709, 6.76224, 5.42798], [-2.81495, 5.77988, 4.98370], [-1.66661, 5.71841, 5.97673], [-2.31310, 6.16287, 3.70042], [-3.47584, 7.77227, 5.50423], [-4.69743, 6.79972, 4.69919], [-4.30267, 6.48338, 6.39721], [-3.25417, 4.78699, 4.86999], [-1.18181, 6.69419, 6.06842], [-0.90411, 5.01999, 5.62706], [-2.01088, 5.40985, 6.96463], [-1.92411, 7.03946, 3.78763]]
}